This record from OMol25 describes 6 unconnected molecules or ions with the total composition C31H76N5O13. The level of theory is wB97M-V/def2-TZVPD.

Last column: Mulliken charge in e.
Positions of all 125 atoms, in Å:
O: 0.05627 -1.86226 2.33329  -0.50
O: 1.15827 1.00874 -5.62371  -0.19
O: -2.67573 4.54674 4.00329  -0.34
O: 1.21227 -1.85026 -1.73471  0.03
O: 8.25127 -3.16926 -2.77371  -0.30
O: -0.71273 6.34174 -0.89671  -0.41
O: -3.15273 0.88374 -0.29571  -0.45
O: -1.20573 1.95774 -0.24071  -0.33
O: -7.06273 1.00174 2.46829  -0.45
O: 9.80727 -1.74426 1.77129  -0.38
O: 3.03527 0.40674 0.31329  0.39
O: -2.35773 1.79374 -2.17871  -0.89
O: -11.41873 -4.66226 1.30229  -0.21
N: 4.59927 -2.30826 -2.92171  -0.20
N: 6.37727 -0.25526 1.65229  -0.29
N: -8.62973 -2.27226 1.87429  -0.32
N: -0.52773 3.47074 -3.29271  -0.37
N: -1.75773 1.34274 2.47129  0.07
C: 2.09227 1.48274 0.23429  -0.70
C: 0.84127 0.31974 -6.60171  -1.01
C: -0.79873 -0.72426 1.85429  0.50
C: -2.50773 3.58474 2.93929  0.68
C: 10.15227 -2.65826 2.58829  -1.31
C: -10.00273 -4.35926 1.60529  -0.46
C: -3.40973 5.51974 3.71929  -0.33
C: 0.58227 2.49674 -3.85971  0.38
C: 8.66627 -0.95626 2.12529  -0.42
C: -5.73773 1.36474 2.71129  -0.50
C: -11.65973 -5.88126 1.23429  -0.78
C: -8.58673 -0.84226 1.73629  -0.99
C: 4.17727 0.75574 1.08329  -0.94
C: -7.15173 -0.27026 1.99729  -0.32
C: 7.39927 -1.22826 1.27129  -0.71
C: -1.26873 5.30974 -1.80171  -1.02
C: 0.03727 -1.33026 -2.34471  -1.51
C: 0.01627 4.40174 -2.33471  -0.28
C: 2.29727 -2.04126 -2.67871  -1.59
C: -0.83273 0.29274 2.98229  -0.59
C: 5.91027 -2.22426 -2.39271  0.32
C: 3.59627 -1.98926 -1.99071  0.04
C: -9.99273 -2.82026 1.55629  -0.52
C: 6.82527 -3.17826 -3.11671  -0.73
C: -2.23473 1.56474 -0.90371  0.95
C: -0.46273 6.02374 0.41829  -0.15
C: 8.71927 -4.10426 -2.05871  -0.69
C: 0.70627 -2.53926 1.23929  -0.21
C: -1.47173 2.54674 3.36829  -1.03
C: 0.13827 1.73374 -5.11671  -0.65
C: 5.16727 -0.42826 1.00029  -0.03
H: 1.33927 -3.34526 1.64929  0.33
H: 1.56527 -0.38926 -6.87171  0.30
H: -1.43273 5.88974 0.84129  0.02
H: -1.90973 -1.12726 1.58729  0.03
H: 1.26127 1.13874 -0.30471  -0.32
H: 2.41627 -1.39726 -3.34771  0.89
H: 7.17927 -2.35326 1.13829  0.29
H: -9.40273 -0.60426 2.34329  0.55
H: 0.23027 3.68374 -1.56771  0.07
H: -3.63473 6.41174 4.50329  0.20
H: -5.78173 2.37674 3.05629  0.31
H: -1.36873 3.05174 -2.59271  0.19
H: 6.21927 -1.15626 -2.53471  0.25
H: -9.47973 -4.67826 2.57129  0.34
H: 9.35627 -3.24026 2.79829  0.50
H: 0.79327 1.03874 -7.57071  0.25
H: -1.87373 2.35074 4.34329  0.31
H: -1.42073 5.91174 -2.65271  0.36
H: 1.48127 3.17674 -4.18371  0.26
H: 9.11627 0.14374 2.08829  0.20
H: -0.37073 -0.26326 -2.13771  0.12
H: 1.52327 -1.80026 0.90429  -0.05
H: 7.58127 -1.00426 0.36429  0.59
H: -0.32173 -0.33226 0.98229  -0.21
H: -1.72773 1.48374 1.44729  0.34
H: 0.28027 0.62174 3.15129  0.17
H: -11.25173 -6.46426 0.44029  0.31
H: 6.05827 -2.49626 -1.22171  -0.27
H: 3.60227 -0.96426 -1.58371  -0.09
H: 6.36027 -4.18826 -3.11771  0.39
H: -2.98173 1.06774 0.57329  -0.35
H: 4.46127 -1.70726 -3.70871  0.29
H: -0.09273 -2.69326 0.43529  0.18
H: -9.31673 -4.68526 0.83029  0.30
H: -7.91373 -2.41926 0.95629  0.28
H: -2.00273 4.68974 -1.56371  0.67
H: -2.20173 4.18574 1.97229  -0.14
H: 4.56927 -1.22226 1.50029  0.26
H: -0.84873 1.03474 -4.71171  0.16
H: 9.80927 -4.21226 -2.11671  0.22
H: -10.69173 -2.50426 2.34629  0.28
H: -0.06273 -0.11526 -6.58071  0.49
H: 8.32227 -3.95026 -1.08571  0.23
H: -5.04973 1.22574 1.86529  0.06
H: -3.62373 2.89974 2.74229  -0.15
H: -11.29773 -6.24526 2.12229  0.39
H: -8.89873 -0.62626 0.79229  0.44
H: 8.24327 -4.98026 -2.41171  0.40
H: -4.39673 5.02174 3.42429  0.18
H: 8.33927 -1.20626 3.36029  0.29
H: 6.66527 0.62174 1.51129  0.24
H: 10.68427 -3.40026 2.31429  0.51
H: -3.03073 5.97874 2.78129  0.12
H: -0.24673 2.34574 -5.89171  0.49
H: 4.71927 1.55974 0.57129  0.36
H: 3.63427 -2.64626 -1.17271  0.47
H: 2.33727 -3.13426 -3.09771  0.07
H: -0.28373 7.03874 0.76229  0.29
H: -6.50873 -0.91626 2.69729  0.29
H: 0.35827 5.11274 0.38829  0.10
H: 3.97227 0.93874 2.26729  0.20
H: 0.77627 1.81474 -3.02271  -0.39
H: -5.22973 0.88774 3.56729  0.37
H: 0.69127 5.15574 -2.78071  0.39
H: -6.70673 -0.09726 0.98529  0.24
H: -0.42873 2.63474 3.55429  0.46
H: 7.01827 -3.03226 -4.29671  0.20
H: -12.94573 -6.10626 1.18829  0.15
H: 10.49327 -2.20626 3.38429  0.49
H: -0.23873 -1.82226 -3.10771  1.03
H: 2.67527 2.37974 -0.39971  0.26
H: -1.26473 -0.13826 3.94229  0.26
H: 5.42727 -0.32726 -0.09571  0.05
H: 1.69227 1.89174 1.17029  0.40
H: -0.73973 -1.71826 -1.70671  0.38
H: -10.47573 -2.30026 0.52729  0.23

Atomic forces in eV per Å
-1.2 0.6 -0.5
3.4 2.8 7.0
5.5 -6.3 2.5
1.3 0.9 -1.8
-3.1 6.5 -4.5
-1.5 -0.8 -2.7
-2.7 -1.6 -2.2
-1.5 -0.5 -0.1
-0.9 1.7 1.6
-2.2 5.0 -5.9
0.0 0.6 1.5
-0.7 -1.0 3.1
3.6 8.6 0.1
-0.2 -1.4 -0.1
-0.4 -4.2 3.4
2.5 -2.1 -3.9
-1.4 -0.9 -0.8
1.1 0.3 3.0
2.8 2.2 -1.4
0.6 -0.2 -8.9
-0.7 -3.3 1.4
-1.0 0.6 -1.4
-2.6 -0.2 2.1
-0.2 2.0 -0.5
-6.0 5.7 -2.5
-1.2 2.6 0.6
0.4 0.3 3.2
0.7 0.3 0.7
-6.0 -7.0 -0.5
1.1 -0.1 2.6
0.4 -0.4 2.0
0.5 -1.6 -1.0
0.0 -1.2 5.1
7.7 2.3 -1.4
-0.5 3.4 7.6
-2.6 1.0 0.1
-1.5 -8.0 5.6
-0.2 -0.1 -1.0
2.3 1.1 1.7
-0.8 1.8 1.4
0.0 1.6 -1.3
2.1 -0.8 -3.8
3.9 2.8 -4.9
1.2 -1.1 -1.1
1.2 -4.0 3.0
0.5 2.6 -0.1
-3.5 -1.5 -1.8
-3.8 -0.6 3.8
-2.5 0.7 -1.5
-1.1 -0.3 -0.3
1.2 -1.2 -0.2
-0.6 -1.5 1.1
2.5 0.9 0.5
-1.0 -0.4 -1.0
-0.4 5.6 -6.2
-0.4 1.6 1.3
-0.8 1.9 1.7
1.7 0.7 1.5
0.9 -2.4 -1.3
0.1 0.9 -0.4
2.6 -0.7 -3.1
0.6 -0.7 0.6
-1.7 0.0 -0.8
-3.5 -1.9 1.8
-0.2 -1.3 1.1
-0.1 -0.9 0.8
-1.1 0.4 -1.0
-1.4 -1.3 1.0
-1.7 -2.0 0.0
2.0 -0.8 -1.3
-1.3 -1.0 -0.4
2.1 1.5 -6.9
0.1 0.5 -0.7
1.6 0.7 0.9
-1.9 -0.3 -0.1
0.5 -0.4 -1.2
-1.0 0.7 -2.6
0.7 -0.1 0.2
0.6 0.2 0.6
0.1 0.0 4.0
0.5 0.3 -0.6
1.6 -0.5 0.8
-0.3 -0.6 -0.5
-2.4 -1.1 3.0
-3.5 -2.2 1.9
-0.9 -1.3 1.6
0.7 -0.5 -1.4
2.6 1.5 -1.3
-0.2 0.2 0.2
0.4 0.2 -0.1
-3.6 -1.9 0.4
0.5 -0.5 2.1
-0.4 0.2 -0.2
3.3 2.4 0.5
0.4 -2.6 2.4
-0.7 1.3 -3.0
0.0 -2.2 -0.1
0.0 1.5 0.2
1.0 0.9 -3.5
2.0 4.0 -0.6
5.1 -4.3 -3.1
-0.4 0.7 0.2
-0.6 1.1 -0.7
-0.4 0.8 0.5
0.0 -1.0 1.2
-1.0 1.8 0.2
1.6 -0.3 1.0
-1.0 0.1 -1.3
-2.0 2.3 1.2
0.1 0.1 -2.8
0.7 -0.1 -0.4
-0.5 -0.7 -0.1
0.4 -0.7 0.7
0.2 -1.6 0.3
1.0 1.3 -0.7
-1.4 0.4 2.4
3.6 0.7 0.2
2.2 1.6 5.1
-1.3 -2.7 -6.8
-1.8 -2.0 1.6
0.7 0.4 -1.1
-1.0 -1.8 0.3
0.6 -0.2 0.2
-0.6 -0.7 0.9
1.3 -1.8 2.3

Kohn-Sham gap = 0.25901 hartree
2S+1 = 1
LUMO energy = 2.18 eV
Charge = -1
Energy above the lowest of the compared OMol25 structures with the same formula, charge and spin = 72.3 kcal/mol